#w
ORCA calculation (ωB97M-V/def2-TZVPD) on a molecular structure, C4H9NO3.

Summary:
2S+1: 1
Net charge: 0
HOMO energy (alpha / beta) in eV: -8.603 / -8.606
M in g/mol: 119.1

Geometry as XYZ:
```
17
Properties=species:S:1:pos:R:3:lowdin_charge:R:1
C 1.2968 2.2138 0.3451 -0.198
C 0.8619 -0.6973 0.3145 -0.411
N 0.9692 -0.5504 -1.0287 0.179
O 0.8276 1.0521 0.9389 -0.237
O 1.4145 -1.4823 1.0202 0.171
H 0.4016 0.1837 -1.4257 0.109
H 1.7471 -1.0188 -1.4670 0.132
H 1.6281 2.1077 -0.6993 0.073
H 2.1442 2.5920 0.9355 0.072
H 0.5230 2.9885 0.4362 0.080
C -1.8460 -1.5433 -0.3141 -0.050
C -1.2736 -0.4728 0.6003 -0.323
O -1.2836 0.7409 0.2522 0.018
H -1.4064 -0.6833 1.6727 0.140
H -1.5936 -1.3668 -1.3568 0.074
H -2.9331 -1.5405 -0.2151 0.088
H -1.4777 -2.5232 -0.0090 0.081
```


#x
ORCA calculation (ωB97M-V/def2-TZVPD) on 2 unconnected molecules or ions with the total composition C4H9NO3.

Summary:
2S+1: 1
SMILES string: CC(=O)O.CC(N)=O
Net charge: 0
HOMO energy in eV: -9.528
M in g/mol: 119.1

Geometry as XYZ:
```
17
Properties=species:S:1:pos:R:3:lowdin_charge:R:1
C 0.0880 -2.4424 -1.2571 -0.016
C 0.2722 -2.1337 0.1898 -0.616
N 1.2928 -1.2813 0.4157 0.141
O -0.3520 -2.6632 1.1188 0.012
H 0.9574 -3.0053 -1.6052 0.089
H -0.0437 -1.5071 -1.8294 0.087
H -0.8200 -3.0381 -1.3356 0.082
H 1.4104 -0.5146 -0.2373 0.068
H 1.4002 -1.0822 1.4069 0.112
O 0.7864 1.4863 -0.5803 0.035
C -0.0760 2.1893 -0.0195 -0.481
O -0.2680 3.5287 -0.2712 0.069
C -1.0939 1.7380 1.0532 0.019
H 0.3970 3.8251 -0.9314 0.132
H -1.1602 2.4898 1.8664 0.093
H -0.7096 0.7777 1.4403 0.079
H -2.0809 1.6331 0.5759 0.095
```


#y
ORCA calculation (ωB97M-V/def2-TZVPD) on 2 unconnected molecules or ions with the total composition C4H9NO3.

Summary:
2S+1: 1
SMILES string: CCC(=O)NC=O.O
Net charge: 0
HOMO energy in eV: -10.651
M in g/mol: 119.1

Geometry as XYZ:
```
17
Properties=species:S:1:pos:R:3:lowdin_charge:R:1
O -0.1354 -1.4495 -0.8408 0.063
C -0.3882 -0.2665 -0.7328 -0.419
N 0.6756 0.6105 -1.0060 0.147
C 0.7013 1.9770 -0.7379 -0.298
O 1.7581 2.5495 -0.6717 0.065
C -1.5284 0.2200 0.0866 -0.148
C -1.1830 0.0578 1.5842 -0.084
H 1.6094 0.1786 -1.1568 0.168
H -0.2679 2.4202 -0.5310 0.126
H -2.3340 -0.4982 0.0512 0.122
H -1.8038 1.2293 -0.0554 0.083
H -0.4126 0.5976 2.1462 0.080
H -2.0900 0.1411 2.2046 0.080
H -0.8944 -1.0082 1.7126 0.087
H 2.5887 -2.2152 -0.0744 0.033
H 1.3641 -2.2089 -0.9761 -0.015
O 2.3404 -2.3351 -1.0024 -0.090
```


Winner for stability: #x


#w
ORCA calculation (ωB97M-V/def2-TZVPD) on 3 unconnected molecules or ions with the total composition C4H9NO3.

Summary:
2S+1: 1
Net charge: 0
HOMO energy in eV: -9.017
M in g/mol: 119.1

Geometry as XYZ:
```
17
Properties=species:S:1:pos:R:3:lowdin_charge:R:1
O 2.2599 -0.8652 0.7903 -0.133
C 0.0134 1.6449 1.0329 0.214
C -0.2318 0.7817 -0.0117 -0.141
C -0.5615 -0.6208 0.1410 -0.081
C -2.0426 -0.5957 -0.5054 -0.560
N -2.9053 -0.4104 0.4802 0.191
O -2.0740 -0.7135 -1.7098 0.146
H 0.1129 2.6873 0.7612 0.088
H -0.1492 1.1321 -1.0346 0.115
H 0.2202 1.3086 2.0418 0.101
H -0.5189 -0.9200 1.1847 0.122
H 0.0186 -1.2664 -0.5208 0.134
H 3.0437 -1.4117 0.8413 0.016
H -3.8248 -0.5818 0.0465 0.080
H 2.0854 -0.4510 -0.1763 -0.061
H 2.5530 -0.0161 -2.0441 -0.005
O 2.0009 0.2980 -1.3172 -0.223
```


#x
ORCA calculation (ωB97M-V/def2-TZVPD) on 2 unconnected molecules or ions with the total composition C4H9NO3.

Summary:
2S+1: 1
SMILES string: NC(=O)CCC=O.O
Net charge: 0
HOMO energy in eV: -10.081
M in g/mol: 119.1

Geometry as XYZ:
```
17
Properties=species:S:1:pos:R:3:lowdin_charge:R:1
O -0.0086 1.3738 -2.0032 0.038
C 0.8538 0.6997 -1.4975 -0.244
C 1.2535 0.9537 -0.0482 -0.119
C 0.2070 0.3773 0.9790 -0.100
C 0.6287 -1.0255 1.3194 -0.566
N -0.1201 -1.9258 0.5915 0.169
O 1.5462 -1.3400 2.0219 0.072
H 1.3704 -0.1400 -2.0018 0.128
H 2.2342 0.5354 0.1731 0.113
H 1.2222 2.0314 0.0975 0.115
H 0.1930 1.0942 1.7986 0.122
H -0.7712 0.4639 0.5317 0.072
H -0.8709 -1.5308 0.0311 0.082
H -0.0288 -2.9201 0.6709 0.105
H -2.2105 0.7847 -1.5710 0.049
H -2.9005 0.4498 -0.1336 0.021
O -2.5986 0.1182 -0.9595 -0.057
```


Winner for stability: #x


#w
ORCA calculation (ωB97M-V/def2-TZVPD) on 2 unconnected molecules or ions with the total composition C4H9NO3.

Summary:
2S+1: 1
SMILES string: CCC(N)=O.O=CO
Net charge: 0
HOMO energy in eV: -9.854
M in g/mol: 119.1

Geometry as XYZ:
```
17
Properties=species:S:1:pos:R:3:lowdin_charge:R:1
C -0.5703 0.9432 0.2527 -0.173
C -0.4012 2.0637 1.2592 -0.109
C 0.1604 -0.4964 0.7820 -0.562
N -0.7607 -1.5009 0.9400 0.151
O 1.2213 -0.4855 1.3705 0.055
H -0.3909 -2.3269 1.3928 0.114
H -1.3678 -1.6866 0.1495 0.099
H -0.4038 1.3520 -0.7494 0.100
H -1.6245 0.6556 0.2167 0.098
H -1.1715 2.8276 1.1212 0.075
H -0.4930 1.6783 2.2785 0.081
H 0.5762 2.5410 1.1422 0.080
C 0.7919 -0.9898 -1.7816 -0.388
O 2.0225 -1.0912 -2.3131 0.075
O -0.1290 -1.7132 -2.1050 0.032
H 1.9419 -1.7173 -3.0616 0.126
H 0.5983 -0.0535 -0.8947 0.146
```


#x
ORCA calculation (ωB97M-V/def2-TZVPD) on a molecular structure, C4H9NO3.

Summary:
2S+1: 1
Net charge: 0
HOMO energy in eV: -9.155
M in g/mol: 119.1

Geometry as XYZ:
```
17
Properties=species:S:1:pos:R:3:lowdin_charge:R:1
C -0.8380 -0.9931 -0.1478 -0.280
O -2.0134 -0.8444 0.5360 -0.183
C -0.1614 0.4404 -0.1962 -0.305
C 1.2370 0.4071 -0.8018 0.105
C 2.4367 0.2721 -0.0791 -0.461
O 3.5519 0.2628 -0.9180 0.115
O 2.4479 0.0829 1.1416 0.104
N -0.1257 0.9705 1.1574 0.109
H -1.0465 -1.1007 -1.2141 0.119
H -0.2063 -1.8768 0.1387 0.139
H -0.8557 0.9784 -0.8845 0.161
H -4.5879 -0.4803 0.5372 0.031
H 1.3959 0.9255 -1.7614 0.130
H 3.2762 0.6463 -1.7075 0.052
H 0.6236 0.4131 1.5459 0.062
H -4.1389 -0.8705 1.0356 0.018
H -0.9956 0.7668 1.6182 0.084
```


#y
ORCA calculation (ωB97M-V/def2-TZVPD) on 2 unconnected molecules or ions with the total composition C4H9NO3.

Summary:
2S+1: 1
SMILES string: CN(C=O)CC=O.O
Net charge: 0
HOMO energy in eV: -9.079
M in g/mol: 119.1

Geometry as XYZ:
```
17
Properties=species:S:1:pos:R:3:lowdin_charge:R:1
C -0.7962 1.6864 -1.2264 -0.300
N -0.6739 0.4201 -0.6335 -0.151
C -0.5879 -0.8227 -1.4000 -0.051
C -0.6967 0.4211 0.8159 -0.146
C 0.6471 0.6979 1.4302 -0.281
O 0.8794 0.5291 2.5935 0.050
O -0.7942 2.6729 -0.5286 0.025
H -0.8057 1.6830 -2.3234 0.135
H -0.2039 -1.6352 -0.7960 0.069
H -1.5010 -1.0376 -1.9501 0.080
H 0.1320 -0.6137 -2.2084 0.088
H -1.0902 -0.5667 1.0950 0.134
H -1.4502 1.0804 1.2514 0.135
H 1.3344 1.2316 0.7527 0.130
H 1.3879 -2.5294 1.2844 0.052
H 2.5854 -1.5425 0.9023 0.062
O 1.6338 -1.6747 0.9410 -0.031
```


Winner for stability: #y


#w
ORCA calculation (ωB97M-V/def2-TZVPD) on 2 unconnected molecules or ions with the total composition C4H9NO3.

Summary:
2S+1: 1
SMILES string: CC(=O)O.CNC=O
Net charge: 0
HOMO energy in eV: -10.015
M in g/mol: 119.1

Geometry as XYZ:
```
17
Properties=species:S:1:pos:R:3:lowdin_charge:R:1
O -0.2165 2.4490 3.3413 0.078
O -0.1742 4.6120 2.7047 0.075
C 0.2388 3.5640 3.4651 -0.574
C 1.2991 3.9866 4.4376 -0.001
H -0.8696 4.2387 2.0972 0.113
H 1.6231 3.1257 5.0463 0.090
H 0.9120 4.7687 5.1121 0.093
H 2.1752 4.3873 3.9005 0.093
O -2.7641 3.8926 0.4996 -0.002
C -3.2397 2.8532 0.0669 -0.370
N -2.5046 1.8332 -0.4379 -0.039
C -1.0574 1.9079 -0.5010 -0.081
H -4.3372 2.6461 0.0475 0.134
H -2.9951 1.0019 -0.7767 0.136
H -0.7340 2.7573 -1.1259 0.092
H -0.6656 0.9765 -0.9433 0.088
H -0.6251 2.0278 0.5067 0.076
```


#x
ORCA calculation (ωB97M-V/def2-TZVPD) on C4H9NO3 in the gas phase.

Summary:
2S+1: 1
SMILES string: C=C(O)N(O)[C@@H](C)O
Net charge: 0
HOMO energy in eV: -8.335
M in g/mol: 119.1

Geometry as XYZ:
```
17
Properties=species:S:1:pos:R:3:lowdin_charge:R:1
C 0.1881 0.0862 1.1455 -0.412
C 1.5533 -0.5031 0.8553 -0.034
N -0.8559 -0.3589 0.2357 -0.066
C -0.7387 -0.1604 -1.1670 -0.413
C 0.1764 -0.7634 -1.9184 0.058
O -2.0886 0.1469 0.7243 -0.016
O 0.2163 1.5037 1.1974 -0.013
O -1.6780 0.6343 -1.7365 0.062
H -1.9251 1.0485 1.0570 0.106
H 0.9754 1.8347 0.6819 0.109
H -2.4124 0.7149 -1.1035 0.102
H -0.1580 -0.2402 2.1370 0.157
H 2.2187 -0.2657 1.6832 0.087
H 1.9657 -0.0960 -0.0641 0.074
H 1.4717 -1.5838 0.7717 0.091
H 0.9143 -1.4276 -1.5244 0.045
H 0.1769 -0.5701 -2.9751 0.063
```


#y
ORCA calculation (ωB97M-V/def2-TZVPD) on C4H9NO3 in the gas phase.

Summary:
2S+1: 1
SMILES string: C=C[C@@](C)(N)OOO
Net charge: 0
HOMO energy in eV: -9.711
M in g/mol: 119.1

Geometry as XYZ:
```
17
Properties=species:S:1:pos:R:3:lowdin_charge:R:1
C -0.3001 1.1655 -1.6241 -0.017
C -0.3629 0.2760 -0.3747 -0.624
N -0.8157 -1.0488 -0.7723 0.091
O -1.2914 0.8509 0.5192 0.007
H -0.1287 -1.4710 -1.3901 0.087
H -0.8843 -1.6190 0.0661 0.073
H -0.1447 2.2127 -1.3423 0.089
H 0.5122 0.8649 -2.2945 0.092
H -1.2432 1.1217 -2.1797 0.087
C 1.0610 0.2668 0.2611 -0.112
C 1.8075 -0.8028 0.5697 0.021
O -0.6828 0.5584 1.9025 -0.119
O -1.2270 -0.5088 2.6787 0.002
H -2.0609 -0.6230 2.1913 0.100
H 1.4861 1.2573 0.4089 0.111
H 2.8382 -0.6814 0.8890 0.057
H 1.4366 -1.8194 0.4912 0.054
```


Winner for stability: #w


#w
ORCA calculation (ωB97M-V/def2-TZVPD) on C4H9NO3 in the gas phase.

Summary:
2S+1: 1
SMILES string: CO/N=C/CC(O)O
Net charge: 0
HOMO energy in eV: -9.805
M in g/mol: 119.1

Geometry as XYZ:
```
17
Properties=species:S:1:pos:R:3:lowdin_charge:R:1
C 0.5967 -0.7442 2.1426 -0.480
C -0.6200 -0.2240 1.3558 -0.094
C -0.0326 1.3580 -3.3592 -0.142
C -0.4273 0.3018 -0.0243 -0.193
O -0.4536 0.9987 -2.0722 -0.276
O 0.1747 -1.0924 3.4275 0.006
O 1.1654 -1.8866 1.5546 0.010
N 0.4343 0.2151 -0.9205 0.163
H -0.1459 -2.0027 3.3909 0.106
H 1.4821 -1.6675 0.6699 0.092
H 1.3410 0.0555 2.2630 0.157
H -1.0722 0.5702 1.9548 0.127
H -1.3486 -1.0402 1.2829 0.136
H -1.3253 0.8132 -0.5457 0.153
H 0.9368 0.9012 -3.5792 0.081
H 0.0600 2.4467 -3.4510 0.076
H -0.7654 0.9971 -4.0899 0.079
```


#x
ORCA calculation (ωB97M-V/def2-TZVPD) on 2 unconnected molecules or ions with the total composition C4H9NO3.

Summary:
2S+1: 1
SMILES string: C[C@@H](C=O)NC=O.O
Net charge: 0
HOMO energy in eV: -10.137
M in g/mol: 119.1

Geometry as XYZ:
```
17
Properties=species:S:1:pos:R:3:lowdin_charge:R:1
C 1.9051 0.1361 -1.2448 -0.342
N 0.5673 -0.0919 -1.0686 0.068
C -1.7285 0.8232 -1.0073 -0.032
C -0.3389 0.7992 -0.3578 -0.348
C -0.3873 0.3732 1.1014 -0.177
O -1.0069 -0.5786 1.4945 0.064
O 2.6314 -0.7160 -1.6995 0.033
H 2.2153 1.1666 -1.0250 0.138
H 0.0662 -0.8321 -1.5337 0.149
H -1.6680 1.3299 -1.9652 0.088
H -2.3635 1.4686 -0.4032 0.088
H -2.1514 -0.1469 -1.0085 0.071
H -0.0259 1.8161 -0.4409 0.126
H 0.2175 1.0166 1.7696 0.140
H 1.2930 -2.6246 2.2155 0.027
H 0.0770 -1.7093 2.3180 -0.026
O 0.6978 -2.2302 2.8556 -0.068
```


Winner for stability: #x


#w
ORCA calculation (ωB97M-V/def2-TZVPD) on C3H6N2OS in the gas phase.

Summary:
2S+1: 1
SMILES string: C=NOCSN=C
Net charge: 0
HOMO energy in eV: -8.758
M in g/mol: 118.2

Geometry as XYZ:
```
13
Properties=species:S:1:pos:R:3:lowdin_charge:R:1
C 0.6304 -0.2038 -3.4505 -0.178
C -0.5634 -0.0180 0.1823 -0.531
C -0.6987 0.1892 3.5708 -0.022
H 1.7228 -0.1389 -3.5343 0.060
H 0.1139 -0.1839 -4.4326 0.076
H -1.0730 -1.0037 0.0037 0.093
H -1.3303 0.6720 -0.2025 0.087
H -1.4953 0.2038 4.3594 0.087
H 0.3544 0.3513 3.8297 0.085
N 0.0288 -0.1651 -2.3503 -0.373
N -1.1026 0.0236 2.3882 -0.050
O -0.1100 0.0997 1.5006 -0.230
S 0.8684 0.0305 -0.8818 0.896
```


#x
ORCA calculation (ωB97M-V/def2-TZVPD) on C3H6N2OS in the gas phase.

Summary:
2S+1: 1
SMILES string: C=NSCC(N)=O
Net charge: 0
HOMO energy in eV: -9.080
M in g/mol: 118.2

Geometry as XYZ:
```
13
Properties=species:S:1:pos:R:3:lowdin_charge:R:1
C -1.7647 0.0228 -0.1060 -0.529
C -0.7027 1.1578 -0.2557 -0.398
C 2.6751 -0.6502 -0.4172 -0.166
H -0.6881 -0.8536 1.3151 0.035
H -2.2645 -1.4604 1.1807 0.110
H -0.5862 1.3942 -1.3084 0.078
H -1.1297 2.0215 0.2441 0.077
H 2.9922 -1.4326 -1.0783 0.058
H 3.4572 -0.2622 0.2805 0.077
N -1.5800 -0.7821 0.9512 0.171
N 1.4882 -0.2465 -0.4953 -0.373
O -2.8217 0.0891 -0.8044 -0.006
S 0.9250 1.0021 0.4938 0.867
```


#y
ORCA calculation (ωB97M-V/def2-TZVPD) on 2 unconnected molecules or ions with the total composition C3H6N2OS.

Summary:
2S+1: 1
Net charge: 0
HOMO energy (alpha / beta) in eV: -8.143 / -8.180
M in g/mol: 118.2

Geometry as XYZ:
```
13
Properties=species:S:1:pos:R:3:lowdin_charge:R:1
C 0.4643 0.2317 -0.4999 -0.236
C 1.7328 0.7911 -0.2836 -0.413
C 2.6334 -1.6259 0.2594 -0.294
N 0.1801 -0.9381 -0.0623 -0.098
N -3.0785 0.8842 0.0082 0.058
O -0.7757 -1.7029 0.1294 0.029
S 3.1073 -0.0462 0.3673 0.875
H -0.2247 0.9186 -0.9366 0.110
H 1.8654 1.8198 -0.7121 0.081
H 3.1446 -2.4095 0.7734 -0.049
H -3.3001 -0.0843 0.1320 0.007
H -3.6415 1.2750 0.6709 -0.030
H -2.1073 0.8865 0.1538 -0.041
```


#z
ORCA calculation (ωB97M-V/def2-TZVPD) on a molecular structure, C3H6N2OS.

Summary:
2S+1: 1
Net charge: 0
HOMO energy in eV: -8.734
M in g/mol: 118.2

Geometry as XYZ:
```
13
Properties=species:S:1:pos:R:3:lowdin_charge:R:1
C -2.7331 -0.5084 -0.0288 -0.558
C 0.6782 1.3168 0.0946 -0.458
C 2.1295 -0.8101 0.0726 -0.317
H -2.9462 0.4967 -0.6400 0.052
H -3.0379 -1.6259 -0.7325 0.118
H -3.0091 -0.5801 1.2554 0.109
H 1.1657 2.2579 0.1717 0.103
H 2.7325 1.1096 -0.6424 0.218
H 1.4506 -1.7073 0.9317 0.211
N -0.5196 1.1768 0.1276 -0.120
N 1.7433 0.5468 -0.4008 -0.002
O 3.3378 -0.9974 -0.0211 -0.036
S -0.9917 -0.6753 -0.1879 0.679
```


Winner for stability: #x